[1]
{"formula": "C21H18BrMnN2O", "method": "ωB97M-V/def2-TZVPD", "symbols": ["H", "H", "C", "H", "C", "H", "C", "C", "C", "C", "H", "H", "H", "C", "H", "C", "H", "N", "H", "C", "H", "H", "C", "C", "Br", "C", "C", "C", "H", "C", "C", "H", "C", "H", "H", "C", "H", "H", "C", "C", "C", "Mn", "O", "N"], "positions_angstrom": [[3.174311, -1.040549, -3.245764], [0.849629, 4.675801, 0.422442], [-1.181835, -1.550607, 2.380154], [3.745657, 3.040841, 3.820243], [0.809357, 3.597819, 0.318790], [-4.436488, -1.323450, 0.461878], [-2.299875, -1.484418, 0.371065], [3.285673, -1.173095, -2.170669], [-3.009177, -1.153772, -3.324928], [-3.516756, -1.389954, 1.022873], [3.269574, -0.201777, -1.686228], [-4.248049, -1.253781, -1.584848], [-3.837142, -1.019135, -4.008712], [-2.355944, -1.444491, 3.103685], [-2.327979, -1.425615, 4.183571], [1.540873, 1.386283, 1.038398], [0.342068, -1.427638, -3.187810], [-1.150344, -1.574874, 1.048818], [3.722991, 0.562331, 3.555230], [2.394087, 3.373161, 2.205897], [-0.227579, -1.624397, 2.884590], [-1.478707, -1.084984, -4.843855], [2.351594, 0.653360, 1.928948], [3.126551, 1.189200, 2.905083], [2.356390, -1.260517, 1.686702], [0.027204, 3.014136, -0.631934], [-0.021817, 1.603284, -0.752613], [-2.165378, -1.435042, -1.103796], [-0.564967, 3.626315, -1.302272], [-3.547555, -1.367082, 2.407079], [-3.238243, -1.282104, -1.966232], [-4.490162, -1.281316, 2.931425], [3.137570, 2.595124, 3.044203], [2.411970, 4.452724, 2.304985], [4.229995, -1.669060, -1.956473], [1.585222, 2.799839, 1.190884], [-0.677559, 1.182109, -1.508479], [2.195435, -2.820600, -2.000936], [0.716153, 0.765131, 0.050942], [-0.691259, -1.373745, -2.873359], [-1.706874, -1.191773, -3.792727], [0.633292, -1.235933, -0.129636], [2.180160, -1.931454, -1.633613], [-0.912069, -1.496292, -1.563000]], "atomic_forces_ev_per_a": [[-0.05, -0.02, -0.02], [-0.01, -0.02, 0.00], [0.04, -0.11, 0.18], [-0.01, 0.01, -0.03], [-0.03, 0.09, -0.04], [-0.01, 0.01, 0.02], [-0.11, 0.01, -0.03], [0.03, 0.03, 0.11], [0.00, 0.00, -0.02], [-0.15, -0.02, -0.04], [-0.05, 0.01, 0.04], [0.01, 0.03, -0.02], [0.01, -0.01, 0.03], [0.00, -0.06, -0.01], [0.01, 0.00, -0.01], [-0.03, 0.24, -0.02], [0.00, 0.08, 0.04], [0.77, 0.40, 0.05], [-0.01, 0.04, -0.02], [-0.03, 0.04, -0.05], [0.01, 0.06, -0.03], [0.01, -0.01, 0.03], [-0.01, -0.15, -0.05], [0.07, 0.02, 0.07], [0.06, 0.19, 0.01], [-0.05, -0.07, -0.08], [0.02, 0.03, 0.07], [-0.10, -0.02, 0.01], [0.02, 0.00, 0.04], [-0.02, 0.01, 0.02], [-0.20, -0.04, 0.03], [0.01, -0.01, -0.02], [0.02, -0.04, 0.04], [-0.01, -0.04, 0.00], [0.00, -0.03, 0.04], [0.09, -0.16, 0.13], [0.00, 0.04, -0.04], [-0.01, -0.01, 0.06], [0.10, -0.44, -0.07], [0.00, -0.13, -0.14], [0.01, -0.06, 0.00], [-1.09, -0.65, -0.50], [-0.10, 0.26, 0.16], [0.78, 0.50, 0.08]], "mulliken_charge": [0.292, 0.391, -0.016, 0.399, -0.777, 0.336, 0.748, -0.666, -0.632, -0.661, 0.254, 0.364, 0.451, -0.817, 0.414, 0.784, 0.435, 0.078, 0.427, -0.958, 0.412, 0.445, 0.585, -0.804, -0.100, -1.087, 0.189, 0.591, 0.415, -0.466, -0.521, 0.449, -0.484, 0.388, 0.285, 0.886, 0.256, 0.262, 0.189, -0.091, -0.676, -0.342, -0.378, -0.249], "homo_ha": [-0.3803, -0.3805], "e_lumo_ev": [-3.5, -3.5], "orbital_gap_ev": [6.830, 6.819], "energy_ev": -128453.107, "total_charge": 1, "spin_multiplicity": 2}

=====

[2]
{"formula": "C21H18Cl2GeNO4Ru", "method": "ωB97M-V/def2-TZVPD", "symbols": ["C", "H", "C", "N", "H", "C", "C", "H", "C", "O", "H", "Cl", "C", "H", "Ru", "H", "C", "H", "C", "H", "Cl", "H", "H", "H", "H", "C", "C", "O", "C", "O", "H", "C", "C", "C", "H", "C", "C", "H", "C", "Ge", "C", "O", "C", "H", "H", "H", "C", "C"], "positions_angstrom": [[3.734448, 2.804769, -3.160315], [2.193281, 4.050615, -2.328210], [-0.813852, -3.229279, 2.977107], [-0.269498, -1.525737, -1.578697], [-1.347609, -4.386635, 4.681694], [3.916527, 0.574134, -2.271747], [3.211155, 3.807250, 2.924003], [-0.076078, -0.706921, -3.533961], [2.685922, 3.086826, -2.294681], [-0.294462, 1.654803, -2.733941], [4.234249, 3.629475, 3.228099], [0.072044, -3.193528, 6.831340], [2.432294, 4.755454, 3.579041], [0.417715, -2.213741, -1.859501], [0.375992, 0.132312, 0.191440], [3.284748, 2.358289, 1.342320], [2.679624, 3.089470, 1.864434], [4.390160, -0.398483, -2.269496], [-0.767505, 0.728413, -2.126337], [-0.348188, 3.556900, -0.761613], [-1.739388, -4.143393, 1.894323], [-0.430697, 4.497295, 1.792809], [5.154044, 1.349699, -3.834425], [0.533623, 5.764904, 3.667788], [4.050801, 3.566125, -3.860791], [-0.075641, -2.083701, 2.442452], [1.375390, 3.359337, 1.451625], [-0.208166, -1.767421, 1.242867], [0.585576, 4.299131, 2.111722], [1.735850, 0.156379, 1.798922], [2.844838, 5.295441, 4.421155], [1.128369, 5.009314, 3.172700], [0.788679, -1.381379, 3.374537], [4.343224, 1.559464, -3.150138], [1.460226, -1.206075, 5.392333], [2.267982, 2.106905, -1.405879], [2.876304, 0.853785, -1.397096], [-1.028414, -1.996348, -1.102842], [0.816202, -1.743828, 4.705595], [0.713267, 2.601960, -0.243198], [0.028786, -2.807009, 5.187114], [-1.212465, 0.801003, -0.874072], [1.638696, -0.304038, 2.942605], [2.274402, 0.143496, 3.716579], [-1.757516, -0.965544, -3.020719], [2.577040, 0.068129, -0.694768], [-0.755969, -0.693150, -2.687787], [-0.772186, -3.549315, 4.309126]], "atomic_forces_ev_per_a": [[-0.10, 0.23, 0.01], [0.03, 0.03, -0.07], [-0.06, -0.12, -0.10], [0.41, 0.30, 0.37], [0.00, 0.02, 0.01], [-0.04, 0.01, 0.04], [0.04, -0.16, -0.11], [0.01, -0.06, 0.01], [-0.10, -0.08, -0.14], [-0.52, -0.09, 0.32], [-0.01, 0.05, 0.05], [0.02, 0.05, -0.18], [-0.03, 0.02, 0.09], [-0.05, -0.05, -0.13], [-1.33, -1.43, -0.72], [0.02, 0.04, 0.00], [0.13, 0.13, 0.15], [0.01, 0.01, 0.02], [0.42, -0.05, -2.08], [-0.10, -0.26, -0.10], [0.04, 0.10, 0.07], [0.01, 0.01, -0.01], [-0.01, 0.01, -0.02], [0.03, -0.02, 0.06], [0.09, -0.02, 0.02], [0.03, -0.11, 0.08], [-0.65, -0.90, -0.70], [-0.10, 0.19, 0.33], [0.06, 0.09, 0.14], [0.03, -0.04, 0.06], [0.02, 0.05, -0.04], [-0.09, 0.01, -0.06], [-0.35, -0.15, -0.01], [0.07, -0.09, -0.04], [-0.03, -0.04, 0.05], [-0.98, -0.32, 0.61], [0.09, -0.02, 0.06], [0.03, -0.14, 0.05], [0.31, 0.39, -0.28], [1.58, 2.26, 0.12], [-0.21, -0.26, 0.12], [0.96, 0.03, 1.50], [0.22, 0.12, 0.17], [0.07, 0.00, -0.07], [0.03, -0.11, -0.01], [0.18, 0.05, -0.02], [-0.20, 0.39, 0.27], [0.03, -0.06, 0.09]], "mulliken_charge": [-0.674, 0.434, 0.358, -0.375, 0.483, -0.971, -0.725, 0.354, -0.689, -0.478, 0.436, -0.070, -0.474, 0.237, 0.904, 0.465, -0.088, 0.454, 0.879, 0.016, -0.085, 0.377, 0.426, 0.420, 0.425, 0.481, 0.284, -0.558, -0.472, -0.571, 0.425, -0.559, 0.378, -0.514, 0.489, 0.754, 0.204, 0.250, -0.789, 0.773, 0.287, -0.785, -0.044, 0.429, 0.334, 0.273, -0.578, -0.532], "homo_ha": [-0.5430, -0.5401], "e_lumo_ev": [-7.5, -9.7], "orbital_gap_ev": [7.243, 5.005], "energy_ev": -115872.470, "total_charge": 2, "spin_multiplicity": 6, "de_lowest_kcal_mol": 35.4}